(1)
The following is a DFT calculation (the ωB97M-V functional and the def2-TZVPD basis) of a single C11H21Br2NO molecule.

The geometry in ORCA input format:
```
! wB97M-V def2-TZVPD RIJCOSX def2/J DEFGRID3
* xyz 0 1
C -3.090 -0.430 -0.180
C -2.449 -1.821 -0.326
C -1.515 -2.217 0.831
C -0.048 -2.415 0.424
N 0.888 -1.775 1.340
C 0.802 -0.368 1.495
O 1.567 -0.009 2.667
C 1.958 1.351 2.557
C 1.309 1.877 1.280
C 1.380 0.595 0.450
C 0.808 0.526 -0.970
Br 1.936 -0.767 -1.952
C 0.779 1.820 -1.775
C 0.576 1.667 -3.269
Br -0.724 2.892 -1.118
H -3.152 -0.129 0.864
H -4.093 -0.422 -0.601
H -2.524 0.330 -0.720
H -1.896 -1.844 -1.266
H -3.243 -2.557 -0.426
H -1.873 -3.151 1.261
H -1.597 -1.482 1.629
H 0.177 -3.480 0.451
H 0.090 -2.106 -0.615
H 1.845 -2.014 1.115
H -0.233 -0.067 1.682
H 3.050 1.408 2.470
H 1.684 1.918 3.445
H 0.273 2.129 1.491
H 1.805 2.755 0.877
H 2.450 0.384 0.377
H -0.181 0.073 -0.997
H 1.679 2.395 -1.570
H -0.260 1.003 -3.476
H 0.346 2.639 -3.699
H 1.477 1.294 -3.745
*
```

Summary:
SMILES = CCCCN[C@H]1OCC[C@@H]1[C@H](Br)[C@@H](C)Br
Highest occupied orbital energy = -8.83 eV
Frontier orbital gap = 0.3432 Eh

Here are the natural (NBO) charges for atoms 1 to 5, given in e:
1. C -0.6109
2. C -0.4030
3. C -0.4205
4. C -0.2169
5. N -0.6225

(2)
The following is a DFT calculation (the ωB97M-V functional and the def2-TZVPD basis) of a molecular structure, C11H21BrNO9P2Pd.

The geometry in ORCA input format:
```
! wB97M-V def2-TZVPD RIJCOSX def2/J DEFGRID3
* xyz 1 1
Pd 0.192 -0.032 0.368
C 0.609 -2.728 -2.019
O 0.980 -2.516 -0.664
C 0.206 -3.269 0.239
C 0.468 -2.739 1.625
O -0.146 -1.445 1.859
C -1.520 -1.543 2.295
H 0.749 -3.774 -2.303
H 1.255 -2.101 -2.629
H -0.434 -2.442 -2.183
H 0.485 -4.329 0.210
H -0.861 -3.196 -0.010
H 1.538 -2.588 1.767
H 0.097 -3.421 2.391
H -1.534 -2.062 3.253
H -2.123 -2.069 1.559
H -1.891 -0.528 2.409
C -3.021 2.986 -1.715
C -2.026 2.031 -1.063
O -1.920 2.231 0.344
P -2.532 0.293 -1.265
O -3.996 0.048 -0.744
O -2.588 0.024 -2.796
O -1.599 -0.573 -0.469
P -0.377 2.085 -1.906
O 0.051 3.617 -1.914
O -0.578 1.544 -3.281
O 0.614 1.400 -0.969
H -4.000 2.888 -1.245
H -3.111 2.799 -2.785
H -2.680 4.014 -1.580
H -1.715 3.160 0.508
H -4.688 0.117 -1.416
H -1.812 0.503 -3.246
H -0.019 4.016 -2.791
Br 6.128 1.237 3.001
C 4.443 0.892 2.266
C 4.283 0.803 0.891
C 3.025 0.550 0.387
N 1.964 0.383 1.187
C 2.118 0.468 2.513
C 3.342 0.726 3.094
H 5.119 0.929 0.219
H 2.840 0.491 -0.675
H 1.231 0.324 3.113
H 3.431 0.796 4.168
*
```

Summary:
ΔE to the lowest compared entry with this formula, charge and spin = 0.0 kcal per mole
Highest occupied orbital energy = -12.50 eV
Frontier orbital gap = 0.3376 Eh

Here are the natural (NBO) charges for atoms 1 to 5, given in e:
1. Pd 1.0829
2. C -0.2544
3. O -0.5597
4. C -0.1074
5. C -0.0869

(3)
The following is a DFT calculation (the ωB97M-V functional and the def2-TZVPD basis) of 2 unconnected molecules or ions with the total composition C11H21Cl2I2NO7PS in a non-equilibrium geometry.

The geometry in ORCA input format:
```
! wB97M-V def2-TZVPD RIJCOSX def2/J DEFGRID3
* xyz 1 1
C -2.517 -2.491 3.321
C -3.710 -1.712 2.804
Cl -4.775 -1.351 4.226
C -3.412 -0.355 2.117
C -3.802 -0.186 0.627
P -4.750 1.513 0.395
O -5.991 1.128 1.365
I -3.407 3.002 1.837
O -4.770 -1.179 0.228
S -4.095 -2.430 -0.511
O -3.901 -3.524 0.370
O -4.703 -2.606 -1.772
O -2.616 -1.724 -0.661
C -2.755 -0.349 -0.497
Cl -3.607 0.252 -2.071
C -1.448 0.465 -0.571
C -0.106 -0.206 -0.336
O 0.676 -0.341 -1.223
I 0.492 -0.826 1.605
H -1.964 -2.918 2.485
H -2.865 -3.326 3.927
H -1.875 -1.857 3.932
H -4.307 -2.360 2.189
H -2.378 -0.052 2.265
H -4.017 0.351 2.675
H -5.855 1.324 2.302
H -1.355 0.791 -1.602
H -1.524 1.347 0.069
C 3.891 -0.268 -2.007
C 4.020 1.175 -2.446
C 5.429 1.762 -2.410
O 5.833 1.985 -1.078
C 6.626 0.961 -0.465
N 3.210 2.008 -1.482
H 4.053 -0.385 -0.934
H 2.891 -0.637 -2.228
H 4.605 -0.899 -2.533
H 3.579 1.308 -3.434
H 5.427 2.739 -2.903
H 6.124 1.121 -2.954
H 7.192 0.406 -1.214
H 6.006 0.270 0.108
H 7.319 1.452 0.212
H 2.312 1.568 -1.269
H 3.048 2.955 -1.829
H 3.774 2.096 -0.626
*
```

Summary:
Highest occupied orbital energy = -11.58 eV
Frontier orbital gap = 0.3032 Eh

Here are the natural (NBO) charges for atoms 1 to 5, given in e:
1. C -0.6253
2. C -0.1697
3. Cl -0.0842
4. C -0.5082
5. C -0.0656

(4)
The following is a DFT calculation (the ωB97M-V functional and the def2-TZVPD basis) of a molecular structure, C11H21Cl3CuN5Si in a non-equilibrium geometry.

The geometry in ORCA input format:
```
! wB97M-V def2-TZVPD RIJCOSX def2/J DEFGRID3
* xyz 0 1
Cu 0.750 0.726 0.430
Cl 2.518 5.642 -0.596
C 2.053 4.714 0.850
Cl 3.589 4.255 1.741
Cl 1.076 5.744 1.931
C 1.316 3.558 0.487
N 0.870 2.495 0.306
C 1.234 -1.974 2.819
Si 2.100 -0.812 1.518
C 3.560 -0.057 2.538
C 2.992 -2.137 0.404
H 1.963 -2.613 3.311
H 0.496 -2.622 2.351
H 0.723 -1.404 3.591
H 4.157 -0.823 3.024
H 3.189 0.612 3.308
H 4.220 0.523 1.901
H 3.632 -2.778 1.004
H 3.612 -1.670 -0.356
H 2.277 -2.778 -0.108
C -0.722 0.272 -2.065
N -1.875 -0.166 -2.825
C -2.100 -1.583 -2.558
N -2.327 -1.828 -1.139
C -1.168 -1.369 -0.399
N -0.910 0.069 -0.616
C -2.122 0.805 -0.206
N -3.291 0.373 -0.945
C -3.041 0.583 -2.367
C -3.487 -1.054 -0.713
H -0.552 1.335 -2.259
H 0.156 -0.295 -2.388
H -1.224 -2.152 -2.884
H -2.973 -1.916 -3.124
H -0.292 -1.940 -0.717
H -1.331 -1.545 0.667
H -1.966 1.874 -0.380
H -2.292 0.638 0.861
H -2.874 1.650 -2.547
H -3.916 0.259 -2.933
H -4.364 -1.387 -1.272
H -3.658 -1.223 0.355
*
```

Summary:
ΔE to the lowest compared entry with this formula, charge and spin = 7.3 kcal per mole
Highest occupied orbital energy = -7.00 eV
Frontier orbital gap = 0.2384 Eh

Here are the natural (NBO) charges for atoms 1 to 5, given in e:
1. Cu 0.6108
2. Cl 0.0767
3. C -0.1798
4. Cl 0.0527
5. Cl 0.0763

(5)
The following is a DFT calculation (the ωB97M-V functional and the def2-TZVPD basis) of a gas-phase ion, C11H21ClN2O3P (charge -1) in a non-equilibrium geometry.

The geometry in ORCA input format:
```
! wB97M-V def2-TZVPD RIJCOSX def2/J DEFGRID3
* xyz -1 1
C 4.276 -0.242 1.318
C 4.578 0.377 -0.076
O 5.726 0.668 -0.305
N 3.615 0.598 -1.115
C 3.330 -0.592 -1.923
C 2.426 1.366 -0.696
C 1.272 0.578 0.017
C -0.131 1.171 -0.457
C -0.966 1.824 0.703
C -2.412 1.260 0.865
C -3.403 1.669 -0.274
O -4.543 2.043 0.037
O -3.069 1.595 -1.514
N -2.290 -0.250 0.989
Cl -2.300 -0.575 2.715
P -3.627 -1.098 0.167
C -2.874 -1.931 -1.353
C -4.028 -2.564 1.294
H 4.280 0.608 2.048
H 3.286 -0.745 1.324
H 5.106 -0.906 1.657
H 4.314 -0.987 -2.284
H 2.903 -1.411 -1.276
H 2.632 -0.393 -2.767
H 2.088 1.952 -1.586
H 2.787 2.138 0.035
H 1.227 -0.509 -0.213
H 1.331 0.653 1.133
H -0.007 1.943 -1.254
H -0.740 0.366 -0.936
H -0.426 1.666 1.673
H -1.009 2.935 0.565
H -2.807 1.631 1.837
H -3.526 -2.794 -1.609
H -1.851 -2.274 -1.067
H -2.812 -1.155 -2.145
H -4.621 -3.302 0.709
H -4.649 -2.234 2.153
H -3.086 -3.077 1.611
*
```

Summary:
SMILES = CC(=O)N(C)CCCC[C@@H](C(=O)[O-])N(Cl)P(C)C
Highest occupied orbital energy = -4.24 eV
Frontier orbital gap = 0.2555 Eh

Here are the natural (NBO) charges for atoms 1 to 5, given in e:
1. C -0.7428
2. C 0.7249
3. O -0.5469
4. N -0.5200
5. C -0.4140

(6)
The following is a DFT calculation (the ωB97M-V functional and the def2-TZVPD basis) of a molecular structure, C11H21F6KO8P in a non-equilibrium geometry.

The geometry in ORCA input format:
```
! wB97M-V def2-TZVPD RIJCOSX def2/J DEFGRID3
* xyz -1 1
K 1.867 -0.544 0.380
C 0.180 -4.601 -4.575
O 1.004 -3.671 -5.283
O 0.564 -4.566 -3.235
C -1.365 -4.791 -5.058
F -1.725 -3.671 -5.864
F -1.629 -5.782 -5.858
F -2.287 -4.942 -4.041
C 1.146 -3.882 -6.649
C 2.048 -2.806 -7.343
H 2.054 -2.871 -8.431
H 1.603 -1.897 -6.937
H 3.040 -2.864 -6.896
H 0.183 -3.728 -7.136
H 1.508 -4.870 -6.934
H 0.532 -5.608 -4.798
C 0.906 5.689 -0.648
O -0.331 5.057 -1.134
O 1.864 4.690 -0.703
C 1.196 7.170 -1.027
F 1.571 7.863 0.070
F 2.146 7.347 -1.926
F 0.039 7.808 -1.398
C -0.563 5.153 -2.561
C -0.065 3.861 -3.355
H 0.080 4.078 -4.413
H 0.910 3.638 -2.921
H -0.733 3.002 -3.293
H -0.207 6.066 -3.038
H -1.628 5.007 -2.740
H 0.671 5.811 0.409
C 0.621 -2.834 7.439
O -0.110 -1.624 7.862
P -1.022 -0.785 6.801
O -0.498 -0.856 5.449
O -2.509 -1.504 6.973
C -2.757 -2.799 6.562
O -1.197 0.697 7.365
C -0.290 1.663 7.058
H 0.978 -3.377 8.314
H 1.238 -2.676 6.554
H -0.137 -3.529 7.077
H -3.763 -2.970 6.179
H -2.521 -3.447 7.407
H -2.268 -3.130 5.646
H 0.787 1.495 7.058
H -0.585 2.586 7.556
H -0.544 1.942 6.036
*
```

Summary:
ΔE to the lowest compared entry with this formula, charge and spin = 151.5 kcal per mole
Highest occupied orbital energy = -3.80 eV
Frontier orbital gap = 0.1428 Eh

Here are the natural (NBO) charges for atoms 1 to 5, given in e:
1. K 0.9900
2. C 0.2960
3. O -0.5442
4. O -0.9194
5. C 0.9185